(1)
{
  "formula": "CH7NO2",
  "method": "ωB97M-V/def2-TZVPD",
  "e_above_lowest_kj_mol": 185.6,
  "charge": 0,
  "e_homo_ev": -9.373,
  "gap_ev": 9.7349,
  "smiles": "C=N.O.O",
  "elements": ["O", "O", "N", "C", "H", "H", "H", "H", "H", "H", "H"],
  "positions_angstrom": [[0.79267, 2.74218, -0.24236], [-2.34011, 0.58409, -0.53788], [1.05521, -1.22565, -0.09871], [0.91250, -2.37549, 0.43309], [-1.66511, 1.26521, -0.55128], [0.08187, -2.99688, 0.10060], [1.57076, -2.77023, 1.21909], [0.17760, 3.38234, -0.61958], [-1.92230, -0.28138, -0.53154], [0.25523, 2.12902, 0.26786], [1.08169, -0.45322, 0.56072]],
  "mulliken_charge": [-0.620, -0.643, -0.467, -0.223, 0.292, 0.231, 0.248, 0.325, 0.334, 0.301, 0.221]
}



(2)
{
  "formula": "C84H190N10O16",
  "method": "ωB97M-V/def2-TZVPD",
  "e_above_lowest_kj_mol": 106.4,
  "charge": 0,
  "e_homo_ev": -7.940,
  "gap_ev": 8.2634,
  "elements": ["O", "O", "O", "O", "O", "O", "O", "O", "O", "O", "O", "O", "O", "O", "O", "O", "N", "N", "N", "N", "N", "N", "N", "N", "N", "N", "C", "C", "C", "C", "C", "C", "C", "C", "C", "C", "C", "C", "C", "C", "C", "C", "C", "C", "C", "C", "C", "C", "C", "C", "C", "C", "C", "C", "C", "C", "C", "C", "C", "C", "C", "C", "C", "C", "C", "C", "C", "C", "C", "C", "C", "C", "C", "C", "C", "C", "C", "C", "C", "C", "C", "C", "C", "C", "C", "C", "C", "C", "C", "C", "C", "C", "C", "C", "C", "C", "C", "C", "C", "C", "C", "C", "C", "C", "C", "C", "C", "C", "C", "C", "H", "H", "H", "H", "H", "H", "H", "H", "H", "H", "H", "H", "H", "H", "H", "H", "H", "H", "H", "H", "H", "H", "H", "H", "H", "H", "H", "H", "H", "H", "H", "H", "H", "H", "H", "H", "H", "H", "H", "H", "H", "H", "H", "H", "H", "H", "H", "H", "H", "H", "H", "H", "H", "H", "H", "H", "H", "H", "H", "H", "H", "H", "H", "H", "H", "H", "H", "H", "H", "H", "H", "H", "H", "H", "H", "H", "H", "H", "H", "H", "H", "H", "H", "H", "H", "H", "H", "H", "H", "H", "H", "H", "H", "H", "H", "H", "H", "H", "H", "H", "H", "H", "H", "H", "H", "H", "H", "H", "H", "H", "H", "H", "H", "H", "H", "H", "H", "H", "H", "H", "H", "H", "H", "H", "H", "H", "H", "H", "H", "H", "H", "H", "H", "H", "H", "H", "H", "H", "H", "H", "H", "H", "H", "H", "H", "H", "H", "H", "H", "H", "H", "H", "H", "H", "H", "H", "H", "H", "H", "H", "H", "H", "H", "H", "H", "H", "H", "H", "H", "H", "H", "H", "H", "H", "H", "H", "H", "H", "H", "H", "H", "H", "H", "H", "H", "H", "H", "H", "H", "H"],
  "positions_angstrom": [[2.06677, 2.53504, -2.88053], [-4.37187, 0.78407, -8.10449], [1.62396, -4.75804, -4.96771], [-0.29447, 11.16938, -4.22818], [-6.01892, -2.92960, 0.44767], [3.66588, 7.10280, 1.20161], [-1.04439, 3.04243, 3.53448], [10.07510, -3.35024, -0.85464], [-0.41297, 6.40795, -2.24941], [3.70556, -2.19647, -0.73216], [0.66681, -8.53015, -0.96997], [-0.14657, -1.28464, -1.13759], [-4.27524, 3.08520, 0.51997], [-0.86356, -1.49616, 6.61509], [2.35648, 1.87072, 1.37136], [3.58963, 3.76066, 8.51184], [-5.14374, 3.96324, -0.13756], [0.59219, -3.84500, -5.18743], [-5.32664, -2.51173, 1.51162], [-4.33456, 0.30663, -6.80420], [4.35561, 2.80188, 7.96139], [0.47509, -1.98878, 6.66322], [0.25756, 1.73103, -0.72135], [-1.16285, 8.20212, -5.40010], [1.15122, -7.69020, 0.05772], [7.38226, -2.47229, -1.15193], [8.48770, -1.57702, -0.77133], [-4.58851, -2.81393, 3.77863], [0.13678, 5.21540, -1.85716], [1.39150, -1.17098, 7.47158], [-4.35880, 5.04915, -0.85437], [0.44925, -2.34080, -1.80323], [2.60454, -2.08016, 7.76187], [-6.20866, 2.24222, -1.76336], [3.54190, -8.18930, -0.55320], [-1.09234, 8.02666, -3.95763], [3.07069, -6.17317, 0.74704], [-1.45607, 9.59086, -5.85920], [3.28057, 2.03685, -2.55722], [5.21483, 2.17198, 9.01005], [0.92293, 11.75212, -4.06918], [1.43942, 2.94672, 1.04104], [-6.44620, 5.43867, -2.26967], [-5.05403, 2.44040, -5.80886], [-1.41226, -2.04377, -6.38143], [-0.68057, -6.03874, -0.20636], [-0.39899, 10.63280, -5.54737], [-3.93764, 0.67263, -4.37152], [-7.33614, 4.50437, -1.41060], [6.25807, 3.17641, 9.64379], [4.29680, 1.59225, 10.14015], [-5.35544, -1.24738, -5.14955], [6.12012, -1.79066, -0.95820], [-7.17945, 2.88152, 0.55803], [-1.16179, -5.24456, -4.14273], [-2.59380, 1.98172, -6.06456], [1.98561, 1.19125, 2.60666], [1.36825, -2.90090, -7.50354], [3.74370, 3.41799, 5.52962], [1.81732, 0.10991, 6.70886], [-5.48564, -0.67659, -6.59457], [-0.94939, 1.06135, -1.11278], [5.87137, 4.33036, 6.49655], [-4.34783, -4.74184, 2.17898], [-6.59131, -4.02592, 2.96394], [3.60371, -1.84994, 0.70685], [6.52980, 1.24270, 7.01657], [5.62387, 1.86635, 5.98951], [-3.06841, -2.43538, 0.45718], [-3.46560, 4.59981, -2.09610], [2.06349, -5.22420, 1.42369], [-5.20771, -1.81762, -7.64258], [-1.79148, -3.27197, -5.53240], [2.45411, -7.09092, -0.35833], [0.13395, -6.87239, 0.78447], [-5.19211, -3.51213, 2.55932], [0.81161, -5.99373, 1.88298], [0.90250, -2.70602, 5.41001], [5.84419, 0.91471, 8.31860], [11.15265, -4.07567, -1.48905], [-0.76656, -4.43501, -5.38916], [-5.37196, 6.11132, -1.37011], [9.77771, -2.13646, -1.38961], [0.10035, 2.56762, 0.51313], [3.09683, 5.87521, 1.54883], [3.32355, -2.66225, 6.50758], [-5.14212, -0.22832, -4.07272], [-4.18622, -1.64724, 1.12954], [-3.25844, -2.12899, 3.46173], [2.36694, -6.33383, -1.65278], [-6.44463, 3.38208, -0.66875], [0.83479, -1.73989, 4.16671], [4.88518, 3.11339, 6.60360], [-3.44214, -1.07665, 2.40377], [-0.03586, -3.95079, 5.17129], [-1.80809, 1.84166, 3.55229], [1.04265, -2.64632, -6.00317], [2.31603, -3.39627, 5.60846], [-0.06687, -1.56511, -5.89594], [-3.99435, 1.37838, -5.78350], [0.80809, -0.87888, 8.88489], [-0.64491, -0.24955, -1.97145], [4.94319, -2.82910, -1.04840], [2.25419, -2.05823, -5.32118], [-6.87350, -0.00939, -6.74374], [-0.79085, -7.90622, 1.47667], [-0.76922, -5.28064, -6.70959], [-4.63989, -0.39615, 0.33005], [-3.49417, 5.73510, 0.23196], [-0.54374, 6.55808, -3.66761], [0.51123, -1.80340, 9.38011], [4.17156, 3.60998, 4.54566], [4.47788, -7.72788, -0.86805], [7.06356, 3.31627, 8.92287], [-2.34390, 2.67039, -5.25748], [3.79517, 2.38021, 10.70193], [-1.50318, -0.56732, -2.56348], [-5.39551, 2.62371, -6.82763], [-0.49624, -6.10470, -4.06975], [-3.06374, 0.03133, -4.25687], [-5.38420, -0.55873, -0.44948], [3.29507, 4.39792, 5.69263], [-1.61593, 0.76025, -0.30459], [-7.37430, 3.66239, 1.29311], [-4.63237, -2.06301, -5.14601], [5.95779, 4.20155, 9.86064], [-1.69560, -5.84416, -6.82088], [2.11384, 5.78865, 1.08585], [2.30027, -6.97549, -2.53139], [0.70831, -3.15108, -1.12175], [5.09059, 0.13896, 8.18295], [0.47224, -2.84480, -8.12170], [1.88366, 1.91312, 3.41696], [-1.41229, -7.43196, 2.23626], [-7.29627, -4.38440, 2.21385], [-2.76257, 1.92438, 3.03247], [3.83128, -5.52954, 0.30504], [-7.88907, 5.14347, -0.72219], [6.17297, 2.04885, 5.06578], [-1.04720, -3.55968, 5.28230], [-2.57565, 2.63785, -6.93476], [-0.01613, -6.06746, -6.66633], [3.48273, -6.70209, 1.60643], [-6.52977, -4.91346, 3.59369], [3.26130, -8.85981, -1.36549], [-1.51563, 3.80600, 3.87579], [-0.52716, 3.44192, 0.34010], [6.83936, 4.10373, 6.94348], [-6.25297, -1.77614, -4.82867], [-0.35343, -5.00098, -0.27055], [1.15625, 0.51462, 2.40071], [-1.45102, -8.56958, 0.91789], [-4.60460, -5.05691, 1.16759], [0.00583, -5.29831, 2.11791], [-2.52516, -2.84645, 3.09344], [6.57175, 0.47675, 9.00194], [-7.01956, 0.62908, -7.61502], [-1.48817, 9.47761, -6.94282], [2.64817, -1.21799, -5.89288], [0.44377, 6.56320, -4.12902], [-4.00293, -0.29325, 2.91356], [1.02570, 1.09286, -0.57036], [-2.09356, 8.20775, -3.56665], [-5.29318, 1.71269, -1.49960], [-0.20534, -1.41416, 4.17822], [6.92262, 0.30624, 6.62055], [-1.89095, 1.17935, -6.28886], [2.48072, -4.76634, 2.32057], [1.08504, -6.55173, 2.77851], [-2.48627, 9.79571, -5.56795], [-5.99892, 4.90675, -3.10936], [3.26232, 1.42570, -1.65485], [-2.31172, -2.87161, 1.10927], [3.91395, 2.90893, -2.39467], [2.16250, -1.78292, -4.27051], [4.81512, -3.12984, -2.08823], [2.13970, -4.44495, 5.84779], [-3.09201, 5.47277, -2.63134], [-5.98193, 2.24884, -5.26996], [-2.76452, 5.06900, 0.69241], [-5.21070, 0.28554, 0.96058], [2.42512, 0.74763, 7.35073], [10.49661, -1.44173, -0.95529], [-1.48218, 1.71541, -1.80303], [1.07583, -2.16792, 3.19368], [3.06651, -2.78416, -5.28555], [12.06479, -3.49098, -1.60829], [-1.23509, 1.00602, 3.15043], [11.31830, -4.93839, -0.84378], [4.90642, 1.10559, 5.68193], [3.03964, 5.63483, 2.61046], [-3.48304, 0.54083, -8.37359], [1.75369, -4.38179, 0.80524], [4.78487, 0.88935, 10.81529], [1.22747, -9.30056, -0.85277], [-4.42803, -3.53175, 4.58305], [-0.25347, -8.56570, 2.15816], [-2.44238, -0.67815, 2.23123], [-8.05730, 4.10216, -2.12212], [2.11031, -2.23671, -7.94659], [3.77394, 5.11936, 1.15091], [3.23915, -5.70653, -1.83675], [-1.73584, -5.87323, 0.01071], [6.03982, 4.61367, 5.45758], [3.37627, -1.58332, 8.34983], [-3.25846, -4.70499, 2.17552], [-7.09230, 6.16123, -2.76823], [-4.89244, 6.80004, -2.06568], [9.80526, -2.11177, -2.47898], [7.41063, -3.28758, -0.55645], [1.49042, -0.34416, 9.54565], [1.65382, -5.20024, -5.81927], [3.74840, -2.69643, 1.37814], [-7.18156, 0.60869, -5.90043], [5.09638, -3.69340, -0.40217], [-2.70077, -3.67589, -5.97755], [3.39968, 1.08768, 9.78143], [2.92164, 0.70114, 2.87452], [-0.43817, 4.37696, -2.25030], [0.81750, 12.41022, -3.20670], [-6.83211, -2.42721, 0.53675], [-0.33789, 8.64931, -3.47678], [-4.22921, -2.29258, -7.57161], [-7.13943, -3.27774, 3.53657], [-2.01166, 1.68386, 4.61142], [-1.14016, 5.77339, -4.13306], [-3.01021, 6.67328, -0.03951], [2.72290, 3.38874, 8.33283], [2.77892, -3.34422, 4.62300], [-6.58111, 2.21839, 1.18282], [1.22246, 3.55542, 1.91883], [1.41049, -0.82288, 4.29219], [3.77383, 7.13922, 0.24839], [-1.96132, 7.67613, -5.72552], [-3.98070, 3.90516, -2.75960], [3.77688, -1.85206, 5.93645], [0.91203, 0.65540, 6.44242], [-2.04626, -2.86578, -4.55353], [-7.00956, 1.50334, -1.78977], [-0.58498, 11.43373, -6.26291], [-2.21369, -1.34033, -6.15564], [10.84550, -4.41522, -2.47823], [1.15433, 5.11066, -2.23363], [0.02431, -4.28970, 4.13706], [-0.20838, -2.72723, -2.58189], [-2.39857, -1.80759, -0.13043], [0.48226, 10.13593, -5.95311], [-0.02586, -4.76821, 5.89227], [-4.20975, 6.03595, 0.99718], [-0.89750, -4.68674, -3.24435], [-2.88964, -1.73902, 4.41043], [5.46946, 5.19015, 7.03257], [-4.59761, -5.54378, 2.87368], [-7.64379, -0.78043, -6.72812], [-0.13946, -0.35111, 8.77680], [0.16677, -0.69245, -6.50583], [-4.94810, -0.67555, -3.09781], [-5.86887, 6.71875, -0.61367], [-3.76860, 0.03178, -0.16575], [2.37573, -2.88858, 8.45628], [6.03201, -1.07504, -1.77565], [-4.63894, 3.37740, -5.43759], [4.11022, -3.36776, 6.77499], [2.98781, 2.63301, 5.50660], [-5.33216, -1.40567, -8.64403], [1.17635, 12.40760, -4.90239], [-5.97888, -2.57193, -7.48629], [-8.17001, 2.46514, 0.37488], [8.59771, -1.67526, 0.30864], [3.61071, -8.85549, 0.30677], [7.41066, 1.87692, 7.11634], [-0.49938, -4.70451, -7.59466], [-0.35272, 1.99706, 1.32384], [-0.81467, -6.57186, -1.14760], [1.55374, -5.61524, -1.75497], [-3.78911, 1.42406, -3.59602], [-3.39974, -3.20907, -0.23544], [4.18891, -0.94713, 0.88166], [-1.40580, -2.29773, -7.44142], [-0.19068, -1.29336, -4.84764], [1.39357, 2.13640, -2.32421], [-2.61492, 3.99718, -1.77788], [6.70124, 2.73971, 10.53877], [-2.21459, -5.52507, -4.17489], [-4.22559, 3.36796, 1.43605], [1.72788, 11.05729, -3.82963], [-5.30998, -2.08998, 4.15740], [1.91608, 3.59718, 0.30770], [2.38446, -0.07182, 5.79594], [-5.97424, 2.60391, -2.76454], [-1.43899, -2.01649, 7.18055], [-6.09482, 0.29805, -4.01466], [8.27235, -0.52714, -0.97002], [1.32886, -1.90371, -2.27580], [0.15395, 5.20719, -0.76733], [0.08269, -0.01415, -2.74815], [1.78595, -3.89920, -7.63408], [2.59885, -1.44355, 0.82170], [6.13820, -1.32253, 0.02599], [3.72612, 1.43896, -3.35228]],
  "mulliken_charge": [-0.563, -0.630, -0.471, -0.302, -0.509, -0.576, -0.486, -0.323, -0.431, 0.320, -0.477, 0.751, 0.146, -0.466, -0.429, -0.619, -0.051, 1.023, 0.550, 1.245, 1.097, 0.334, 1.753, -0.404, 0.320, -0.230, -0.702, -1.955, -0.305, 1.748, 1.295, 0.285, -1.562, -0.725, -2.159, -0.471, -1.494, -0.769, -0.645, 1.330, -0.793, -0.739, -0.204, -2.124, 0.219, -1.693, -0.629, 0.907, -1.167, -1.644, -1.702, -1.103, -0.632, -1.883, -1.801, -1.658, -0.403, -1.781, -1.808, -0.734, 1.352, -0.940, -1.931, -1.769, -2.031, -0.943, -1.113, -0.310, -0.831, 0.330, 1.976, -1.701, -1.786, 1.983, 2.372, 1.923, -1.409, 1.837, -0.211, -0.767, 2.018, -1.180, -0.584, 1.954, -0.177, -0.786, -0.102, 2.891, 0.370, -1.651, 1.884, -0.337, 1.201, -0.566, -1.775, -0.033, 1.948, -1.052, -0.556, 1.798, -1.913, -1.868, -0.615, -2.002, -1.789, -1.888, -1.832, -2.168, -1.759, -0.447, 0.492, 0.533, 0.349, 0.349, 0.190, 0.433, 0.812, 0.432, 0.456, -0.786, 0.514, 0.537, 0.329, 0.486, -0.103, 0.300, 0.425, 0.063, 0.328, -0.532, -0.497, 0.321, 0.289, 0.309, 0.399, 0.065, 0.009, 0.374, 0.577, 0.331, 0.435, 0.420, 0.435, 0.354, 0.550, 0.263, -1.079, 0.300, 0.634, -0.161, -0.033, 0.372, 0.345, -0.565, -0.645, 0.491, 0.356, 0.395, 0.445, 0.473, 0.522, 0.211, 0.282, -0.555, 0.167, 0.484, 0.136, -0.114, 0.644, 0.432, -0.130, 0.123, -0.433, 0.330, 0.109, 0.229, 0.598, 0.273, 0.112, 0.078, 0.484, -0.405, 0.393, -0.330, 0.572, 0.483, 0.308, -0.273, 0.239, -0.345, 0.191, 0.343, -0.986, 0.408, 0.395, 0.409, 0.489, -0.458, 0.435, 0.442, 0.236, 0.396, 0.517, 0.437, 0.493, 0.134, 0.492, 0.436, 0.372, 0.226, 0.210, 0.304, 0.375, 0.298, 0.092, 0.729, 0.114, 0.507, 0.070, 0.260, 0.374, 0.319, 0.133, 0.418, 0.478, 0.065, 0.313, 0.364, -0.089, 0.206, 0.356, -0.795, 0.324, 0.251, -0.184, 0.135, 0.450, 0.059, 0.718, 0.491, -0.506, 0.318, 0.433, 0.081, -0.435, -0.380, 0.356, 0.631, 0.534, 0.072, 0.548, 0.431, 0.541, 0.444, 0.395, 0.774, 0.195, 0.299, -0.261, 0.494, 0.293, 0.516, 0.622, 0.077, 0.420, 0.337, 0.399, 0.381, 0.350, 0.471, 0.347, 0.348, -1.296, 0.641, 0.077, -0.226, 0.685, 0.566, 0.515, -0.885, 0.226, -0.928, 0.439, 0.388, 0.207, 0.302, 0.422, 0.178, -0.058, -0.113, 0.315, 0.024, 0.454, 0.022, 0.091, 0.537, 0.290, -0.168, 0.472, 0.266]
}



(3)
{
  "formula": "C4H6FO4Pb",
  "method": "ωB97M-V/def2-TZVPD",
  "e_above_lowest_kj_mol": 448.7,
  "charge": 1,
  "e_homo_ev": -12.891,
  "gap_ev": 6.5232,
  "elements": ["Pb", "F", "O", "O", "O", "O", "C", "C", "C", "C", "H", "H", "H", "H", "H", "H"],
  "positions_angstrom": [[2.36399, -0.33489, -0.38364], [3.92818, -0.82680, 0.51356], [-0.47118, -1.02378, -1.30106], [1.34693, 1.25400, -1.18392], [0.29531, -0.24607, 0.58216], [-1.89792, -2.06939, 0.14285], [-0.18503, 0.00198, 1.91417], [-0.92216, -1.59243, -0.25449], [-0.82478, 0.38364, -1.63717], [0.13213, 1.19585, -0.77930], [-0.33909, 2.05449, -0.26943], [0.13843, 1.00522, 2.21084], [-0.68641, 0.51065, -2.71416], [-1.27646, -0.09999, 1.90314], [-1.87191, 0.51036, -1.33876], [0.26998, -0.72283, 2.59522]],
  "mulliken_charge": [1.268, -0.564, -0.317, -0.576, -0.661, -0.189, -0.726, 0.764, -0.323, 0.401, 0.383, 0.325, 0.305, 0.286, 0.330, 0.293]
}